#a
Below is a cluster of 2 separate species, C3H11N2O2 in total, with properties calculated with wB97M-V/def2-TZVPD.

```
! RIJCOSX wB97M-V def2-TZVPD def2/J DEFGRID3
* xyz 1 1
N -0.67388 -1.27989 0.48295
C 0.45133 -0.32215 0.39056
C 0.16274 0.59679 -0.79927
N 1.04682 1.59011 -0.97590
C 2.49170 1.58897 -0.88989
O -0.91696 0.48294 -1.34198
H -0.68549 -1.80311 1.35130
H -0.72005 -2.04246 -0.20553
H -1.54661 -0.76435 0.32294
H 0.40932 0.22081 1.32824
H 1.41846 -0.80150 0.27093
H 0.76343 2.28427 -1.64411
H 2.81640 2.53266 -0.47197
H 3.01558 1.32515 -1.81383
H 3.01234 0.83859 -0.28078
H -3.98087 -1.95249 0.82046
H -3.69117 -1.12975 2.16832
O -3.37306 -1.36459 1.28755
*
```

Results
HOMO-LUMO gap (eV): 10.66
HOMO (eV): -13.949

Atom charges from the natural (NBO) analysis, given in e for atoms 1 to 2: N -0.673; C -0.329

---

#b
Below is a cluster of 2 separate species, C3H11N2O2 in total, with properties calculated with wB97M-V/def2-TZVPD.

```
! RIJCOSX wB97M-V def2-TZVPD def2/J DEFGRID3
* xyz 1 1
N -2.13199 -0.72010 -0.04205
C -0.82496 -1.42989 -0.19270
C 0.14650 -0.27225 -0.27709
N 1.50279 -0.85085 -0.45433
C 2.54475 0.20933 -0.67329
O -0.01215 0.64292 0.66054
H -3.01955 -1.00721 -0.47475
H 0.03360 0.13133 -1.31609
H -2.17465 0.08237 0.56631
H -0.86084 -1.94941 -1.17932
H -0.49792 -2.21254 0.52268
H 1.78036 -1.28155 0.39731
H 2.42828 0.56860 -1.67359
H 2.37850 1.03136 0.04652
H 3.47336 -0.29947 -0.46391
H -0.97811 1.84121 1.33798
H -1.93292 3.14946 1.93425
O -1.85504 2.36669 1.28153
*
```

Results
HOMO-LUMO gap (eV): 5.04
HOMO (eV): -14.554

Atom charges from the natural (NBO) analysis, given in e for atoms 1 to 2: N -0.546; C -0.262

---

Energy above the most stable structure, in kcal/mol: #a 0.0; #b 161.4

---

#a
Below is a cluster of 2 separate species, C2 in total, with properties calculated with wB97M-V/def2-TZVPD.

```
! RIJCOSX wB97M-V def2-TZVPD def2/J DEFGRID3
* xyz 0 1
C 0.41644 -1.20154 0.41304
C -0.41644 1.20154 -0.41304
*
```

Results
HOMO-LUMO gap (eV): 5.68
HOMO (eV): -8.093

And the natural (NBO) charges, in e, turn out to be: C 0.000; C 0.000

---

#b
Below is a cluster of 2 separate species, C2 in total, with properties calculated with wB97M-V/def2-TZVPD.

```
! RIJCOSX wB97M-V def2-TZVPD def2/J DEFGRID3
* xyz 0 1
C -1.33367 0.43989 0.62994
C 1.33367 -0.43989 -0.62994
*
```

Results
HOMO-LUMO gap (eV): 4.83
HOMO (eV): -7.734

And the natural (NBO) charges, in e, turn out to be: C 0.000; C 0.000

---

Energy above the most stable structure, in kcal/mol: #a 0.0; #b 34.2

---

#a
Below is a cluster of 2 separate species, C2 in total, with properties calculated with wB97M-V/def2-TZVPD.

```
! RIJCOSX wB97M-V def2-TZVPD def2/J DEFGRID3
* xyz 0 1
C 0.00000 0.00000 1.27509
C 0.00000 0.00000 -1.27509
*
```

Results
HOMO-LUMO gap (eV): 6.00
HOMO (eV): -8.231

And the natural (NBO) charges, in e, turn out to be: C 0.000; C 0.000

---

#b
Below is a cluster of 2 separate species, C2 in total, with properties calculated with wB97M-V/def2-TZVPD.

```
! RIJCOSX wB97M-V def2-TZVPD def2/J DEFGRID3
* xyz 0 1
C -0.60653 0.68603 0.54317
C 0.60653 -0.68603 -0.54317
*
```

Results
HOMO-LUMO gap (eV): 6.31
HOMO (eV): -8.884

And the natural (NBO) charges, in e, turn out to be: C 0.000; C 0.000

---

Energy above the most stable structure, in kcal/mol: #a 52.7; #b 0.0

---

#a
Below is an isolated molecule of C2, with properties calculated with wB97M-V/def2-TZVPD.

```
! RIJCOSX wB97M-V def2-TZVPD def2/J DEFGRID3
* xyz 0 1
C -0.05246 -0.61730 0.28094
C 0.05246 0.61730 -0.28094
*
```

Results
HOMO-LUMO gap (eV): 6.41
HOMO (eV): -11.160

And the natural (NBO) charges, in e, turn out to be: C 0.000; C 0.000

---

#b
Below is a cluster of 2 separate species, C2 in total, with properties calculated with wB97M-V/def2-TZVPD.

```
! RIJCOSX wB97M-V def2-TZVPD def2/J DEFGRID3
* xyz 0 1
C 0.00000 0.00000 1.15037
C 0.00000 0.00000 -1.15037
*
```

Results
HOMO-LUMO gap (eV): 6.19
HOMO (eV): -8.576

And the natural (NBO) charges, in e, turn out to be: C 0.000; C 0.000

---

Energy above the most stable structure, in kcal/mol: #a 0.0; #b 119.8

---

#a
Below is a cluster of 2 separate species, C4H15N3O in total, with properties calculated with wB97M-V/def2-TZVPD.

```
! RIJCOSX wB97M-V def2-TZVPD def2/J DEFGRID3
* xyz 0 1
C -0.22723 1.03759 1.00340
N -0.96817 0.02367 1.75581
C -0.34403 -1.25301 2.07102
N -0.04839 -2.09013 0.89811
C -0.79200 1.15272 -0.52383
N 0.17124 0.49277 -1.29607
C -0.01310 0.49214 -2.76176
H 0.83304 0.88491 0.81314
H -0.57284 1.94777 1.48352
H -1.95353 -0.21061 1.42091
H 0.59561 -1.03921 2.54597
H -1.14786 -1.66926 2.53659
H 0.38171 -1.61102 0.12630
H -0.90376 -2.50992 0.41454
H -1.87902 0.75919 -0.66448
H -1.01857 2.32315 -0.64219
H 0.11911 -0.53607 -0.95264
H 0.23150 -0.50407 -3.23735
H -0.91640 0.76075 -3.27082
H 0.78203 1.18370 -2.96499
H 2.86188 0.47685 -0.18264
H 1.97067 -0.04580 0.81646
O 2.83812 -0.06613 0.61100
*
```

Results
HOMO-LUMO gap (eV): 9.23
SMILES: CNCCNCN.O
HOMO (eV): -8.432

Atom charges from the natural (NBO) analysis, given in e for atoms 1 to 2: C -0.232; N -0.649

---

#b
Below is a structure of composition C4H15N3O, with properties calculated with wB97M-V/def2-TZVPD.

```
! RIJCOSX wB97M-V def2-TZVPD def2/J DEFGRID3
* xyz 0 1
C -0.49452 0.39473 -0.51349
N -1.25735 0.80909 0.67012
C -2.47563 -0.11572 0.82873
N -3.14843 -0.31364 -0.52622
C 0.60029 -0.59419 -0.09182
N 1.61266 0.13920 0.59584
C 2.66924 -0.77770 1.05244
H 0.10691 1.26975 -0.79369
H -1.02705 0.09140 -1.42130
H -1.72340 1.68456 0.40160
H -1.95682 -0.84089 1.46781
H -3.12605 0.36863 1.55929
H -4.14103 -0.54984 -0.39032
H -2.32374 -1.16265 -0.47183
H -1.19915 -2.04953 -0.61665
H 1.02094 -1.04439 -1.00801
H 0.17210 -1.32839 0.69951
H 3.56040 -0.22213 1.36811
H 2.31081 -1.29839 1.93686
H 2.97128 -1.41315 0.21627
H 2.80861 1.47190 -2.09918
H 2.14960 0.68872 -0.44478
O 2.31063 0.79503 -1.62611
*
```

Results
HOMO-LUMO gap (eV): 4.19
HOMO (eV): -8.062

Atom charges from the natural (NBO) analysis, given in e for atoms 1 to 2: C -0.277; N -0.613

---

#c
Below is a cluster of 2 separate species, C4H15N3O in total, with properties calculated with wB97M-V/def2-TZVPD.

```
! RIJCOSX wB97M-V def2-TZVPD def2/J DEFGRID3
* xyz 0 1
C 1.11415 0.04966 0.90527
N 1.72429 1.14626 0.19327
C 2.09597 0.84684 -1.19496
N 1.15236 1.45182 -2.15326
C -0.10958 0.43420 1.79216
C -1.09994 1.30511 1.00555
N -0.61515 -0.82594 2.34615
H 1.72298 -0.39454 1.71329
H 0.83131 -0.77623 0.25398
H 2.38477 1.73395 0.64906
H 2.07555 -0.20959 -1.45301
H 3.08793 1.22881 -1.42130
H 0.28345 0.92131 -2.17057
H 0.86697 2.37913 -1.87264
H 0.32129 1.03814 2.58974
H -2.12845 1.22938 1.36855
H -0.86049 2.35560 1.16795
H -1.12366 1.08292 -0.06227
H -1.01960 -0.73760 3.27720
H -1.39580 -1.14111 1.78292
H -2.51272 -4.21504 -3.35805
H -3.46873 -4.26857 -2.23564
O -3.32690 -4.63450 -3.12341
*
```

Results
HOMO-LUMO gap (eV): 9.04
SMILES: C[C@@H](N)CNCN.O
HOMO (eV): -8.534

Atom charges from the natural (NBO) analysis, given in e for atoms 1 to 2: C -0.216; N -0.675

---

Energy above the most stable structure, in kcal/mol: #a 56.8; #b 223.1; #c 0.0

---

#a
Below is the ion C5H12NO2 with charge -1, with properties calculated with wB97M-V/def2-TZVPD.

```
! RIJCOSX wB97M-V def2-TZVPD def2/J DEFGRID3
* xyz -1 1
C -1.57989 -0.68181 -0.48840
C -1.45021 1.61505 0.46940
C 1.17620 -1.67766 0.27184
C -0.70845 0.29710 0.27776
C 1.73771 -0.41244 -0.36773
N 0.47885 0.54423 -0.69823
O 1.01528 1.81800 -0.28470
O 2.65101 0.16608 0.28472
H -2.34089 -0.83939 0.27613
H -2.09896 -0.08068 -1.26570
H -1.03380 -1.59823 -0.84046
H -1.18698 2.17024 -0.50428
H -0.98325 2.14465 1.25855
H -2.59760 1.56612 0.63315
H 0.79981 -1.42696 1.34315
H 0.47457 -2.13062 -0.31476
H 2.02202 -2.33060 0.25509
H -0.37924 0.03776 1.22370
H 2.01824 -0.68707 -1.48656
H 1.98558 1.50622 -0.04266
*
```

Results
HOMO-LUMO gap (eV): 7.28
SMILES: CC(C)N(O)[C@H](C)[O-]
HOMO (eV): -3.147

Atom charges from the natural (NBO) analysis, given in e for atoms 1 to 2: C -0.616; C -0.625

---

#b
Below is a structure of composition C5H12NO2, with properties calculated with wB97M-V/def2-TZVPD.

```
! RIJCOSX wB97M-V def2-TZVPD def2/J DEFGRID3
* xyz -1 1
C -1.45875 -2.14648 1.00904
N -0.07435 -1.71874 1.13849
C 0.33267 -0.47685 0.42211
C -0.29849 -0.42580 -0.98561
C 0.52108 0.43185 -1.92202
O 0.57284 1.74501 -1.50620
C -0.06880 0.91739 1.11959
O 0.76970 1.84197 0.56584
H -1.51761 -3.00376 0.34132
H -1.99859 -2.33201 1.93442
H -2.14643 -1.42522 0.47457
H 0.22820 -1.65125 2.10101
H 1.40898 -0.52257 0.26530
H -0.36357 -1.49014 -1.30978
H -1.28247 0.09463 -0.90815
H 1.49725 -0.05544 -2.10889
H 0.08088 0.52018 -2.93571
H -1.15515 1.04098 1.06756
H 0.15542 0.87698 2.17803
H 0.65435 1.76176 -0.35449
*
```

Results
HOMO-LUMO gap (eV): 6.74
HOMO (eV): -2.922

Atom charges from the natural (NBO) analysis, given in e for atoms 1 to 2: C -0.423; N -0.659

---

Energy above the most stable structure, in kcal/mol: #a 13.0; #b 0.0

---

#a
Below is a cluster of 2 separate species, C5H12NO2 in total, with properties calculated with wB97M-V/def2-TZVPD.

```
! RIJCOSX wB97M-V def2-TZVPD def2/J DEFGRID3
* xyz -1 1
N -0.14183 0.04401 1.75505
C -0.96999 1.25625 1.71458
C -1.38411 1.44950 0.17361
C -1.09667 0.09824 -0.51530
C 0.12521 -0.45217 0.39342
C 1.52707 0.12506 -0.23790
O 1.44126 -0.49927 -1.34724
H -0.69755 -0.68337 2.36083
H -1.89648 1.02130 2.27711
H -0.48760 2.11598 1.95641
H -2.33245 1.89354 -0.00335
H -0.81561 2.36680 -0.28012
H -1.92497 -0.66191 -0.45977
H -0.91267 0.11826 -1.59481
H 0.16076 -1.50498 0.27580
H 1.51023 1.13364 -0.40675
H 2.43048 -0.26755 0.28238
H 2.02944 -1.82370 -1.79504
H 1.26666 -3.02321 -2.21305
O 2.16882 -2.70642 -2.33586
*
```

Results
HOMO-LUMO gap (eV): 6.42
HOMO (eV): -2.669

Atom charges from the natural (NBO) analysis, given in e for atoms 1 to 2: N -0.648; C -0.217

---

#b
Below is a structure of composition C5H12NO2, with properties calculated with wB97M-V/def2-TZVPD.

```
! RIJCOSX wB97M-V def2-TZVPD def2/J DEFGRID3
* xyz -1 1
C -1.56449 0.43236 -0.92751
N -0.48082 0.57062 -1.94167
C 0.44123 0.63097 -0.92892
C 0.89656 1.78762 -0.08634
O 1.40963 1.49271 1.15687
C 1.25678 -0.65001 -0.76554
O 1.96970 -0.75896 0.60214
C -1.48735 -0.62002 0.29998
H -2.59740 0.21021 -1.52120
H -1.87782 1.42362 -0.50024
H 0.42926 -2.09081 2.70381
H 0.15442 -2.67671 2.25640
H 1.58104 1.82455 -0.87778
H 0.13939 2.66693 0.04640
H 1.67622 0.35810 0.94327
H 0.53414 -1.44319 -0.93595
H 2.06100 -0.58978 -1.46977
H -0.70247 -0.37545 1.03170
H -1.32370 -1.48526 -0.08382
H -2.51532 -0.70751 0.99819
*
```

Results
HOMO-LUMO gap (eV): 7.37
HOMO (eV): -3.328

Atom charges from the natural (NBO) analysis, given in e for atoms 1 to 2: C -0.254; N -0.711

---

Energy above the most stable structure, in kcal/mol: #a 0.0; #b 94.1

---

#a
Below is a structure of composition C5H6S3, with properties calculated with wB97M-V/def2-TZVPD.

```
! RIJCOSX wB97M-V def2-TZVPD def2/J DEFGRID3
* xyz 0 1
C 0.86876 -1.46696 -0.01242
C 0.08969 -0.37297 0.72664
C -1.10426 0.06337 -0.10241
C -0.61833 0.95393 -1.18241
C 0.78755 0.89644 0.86700
H 0.50309 -2.44744 0.52794
H -0.11624 -0.76842 1.71238
H -1.72472 -0.82947 -0.45998
H -1.81982 0.44909 0.50040
H -1.35310 1.35527 -1.64339
H -0.05840 0.42570 -1.88138
S 2.13225 -1.62088 -1.00133
S 0.68155 1.97079 -0.27849
S 1.73198 1.39153 2.22744
*
```

Results
HOMO-LUMO gap (eV): 7.72
HOMO (eV): -8.402

Atom charges from the natural (NBO) analysis, given in e for atoms 1 to 2: C -0.264; C -0.412

---

#b
Below is an isolated molecule of C5H6S3, with properties calculated with wB97M-V/def2-TZVPD.

```
! RIJCOSX wB97M-V def2-TZVPD def2/J DEFGRID3
* xyz 0 1
C -0.32918 -1.42842 -0.29170
C -0.26545 -0.19064 -1.16430
C 0.66351 -0.41889 -0.09649
C 0.57959 0.52491 1.06493
C 0.44324 1.44664 1.84871
H -2.42075 -0.21285 0.84833
H -0.14581 -2.40273 -0.81933
H 0.23613 -0.30354 -2.11096
H -0.78542 1.86854 -0.81541
H 2.74102 0.47586 -0.13025
H 0.46048 2.35955 2.39861
S -1.91785 -1.67116 0.72747
S -1.61274 0.85973 -1.07579
S 2.35324 -0.90702 -0.38382
*
```

Results
HOMO-LUMO gap (eV): 9.64
SMILES: C#C[C@]1(S)[C@H](S)[C@@H]1S
HOMO (eV): -9.089

Atom charges from the natural (NBO) analysis, given in e for atoms 1 to 2: C -0.295; C -0.426

---

Energy above the most stable structure, in kcal/mol: #a 0.0; #b 42.6